An isolated molecule of C5H5P at a distorted geometry, computed with wB97M-V/def2-TZVPD.

The calculation puts the gap between HOMO and LUMO at 8.99 eV. Its LUMO energy is 1.2 eV. The calculation puts the molar mass at 96.07 g mol⁻¹. Its HOMO energy is -0.285 hartree. The calculation puts the total energy at -14548.544 eV.

Element x y z (Å)
P 0.768 -0.190 -1.531
C -1.333 1.732 -0.224
C 1.135 -1.711 -0.662
C -1.886 0.539 0.056
C -0.389 0.618 0.031
C 2.120 -0.847 -0.510
H -1.439 2.868 -0.362
H 0.044 0.656 0.954
H 0.889 -2.747 -0.300
H -2.707 0.040 0.408
H 2.864 -0.686 0.086

Forces on atoms 1 to 3 (eV/Å):
-1.54 0.99 2.18
-1.94 -0.39 0.21
1.27 -1.21 0.49

Atomic partial charges in e from the Mulliken method, atoms 1 to 2:
1. P -0.08
2. C -0.21